# 1
The following is a quantum chemistry calculation of the molecule C14H18N2O2S, from the Open Molecules 2025 dataset.

Atoms and positions in Å:
C1 0.463 4.103 3.681
N1 -0.194 2.875 3.452
C2 0.119 1.776 4.296
O1 0.588 2.088 5.489
O2 0.181 0.523 3.737
C3 0.109 0.349 2.447
C4 0.884 1.123 1.531
C5 0.684 0.948 0.121
C6 -0.151 -0.048 -0.363
C7 -0.809 -0.889 0.568
C8 -0.750 -0.722 1.950
S1 -1.773 -2.309 -0.033
C9 -2.363 -1.443 -1.518
C10 -1.341 -0.906 -2.542
C11 -0.972 -1.851 -3.648
C12 0.396 -2.328 -3.316
N2 0.897 -1.547 -2.110
C13 2.250 -1.812 -1.560
C14 0.007 -0.489 -1.801
H1 0.134 4.506 4.642
H2 0.154 4.931 3.016
H3 1.562 3.987 3.675
H4 -0.790 2.740 2.681
H5 1.407 1.980 1.865
H6 1.368 1.527 -0.518
H7 -1.198 -1.498 2.601
H8 -2.921 -0.576 -1.165
H9 -3.128 -2.065 -1.933
H10 -1.780 0.054 -2.929
H11 -1.092 -1.284 -4.642
H12 -1.658 -2.764 -3.689
H13 0.342 -3.424 -3.083
H14 1.065 -2.251 -4.192
H15 2.643 -0.998 -0.829
H16 2.974 -1.813 -2.430
H17 2.205 -2.836 -1.155
H18 0.489 0.343 -2.293

Output
SMILES string: CNC(=O)Oc1ccc2c(c1)SC[C@@H]1CCN(C)[C@H]21
gap between HOMO and LUMO: 0.307 Eh
charge: 0
LUMO: 0.61 eV
HOMO: -7.733 eV


# 2
The following is a quantum chemistry calculation of a structure of composition C25H27BrNO2V, from the Open Molecules 2025 dataset.

Atoms and positions in Å:
V1 -0.405 0.049 0.124
C1 -1.103 -1.617 2.978
C2 -0.239 -1.599 1.749
C3 -0.666 -2.207 0.557
C4 0.193 -2.331 -0.565
C5 -0.267 -3.062 -1.791
C6 1.487 -1.817 -0.467
C7 1.924 -1.141 0.681
C8 3.319 -0.613 0.777
C9 1.021 -0.977 1.753
H1 -0.867 -2.515 3.553
H2 -2.163 -1.658 2.729
H3 -0.920 -0.753 3.616
H4 -1.629 -2.696 0.533
H5 0.018 -4.114 -1.702
H6 0.202 -2.673 -2.693
H7 -1.350 -3.027 -1.898
H8 2.177 -1.961 -1.291
H9 3.967 -1.421 1.128
H10 3.396 0.207 1.488
H11 3.695 -0.286 -0.192
H12 1.355 -0.474 2.651
Br1 -3.779 -0.708 -0.698
C10 -2.724 0.183 -1.965
C11 -3.269 0.558 -3.183
C12 -2.467 1.216 -4.094
C13 -1.142 1.496 -3.768
C14 -0.694 1.104 -2.540
N1 -1.463 0.442 -1.632
C15 0.682 1.385 -2.025
O1 1.618 1.768 -2.614
O2 0.677 1.066 -0.654
H13 -4.305 0.336 -3.397
H14 -2.872 1.521 -5.051
H15 -0.473 2.017 -4.441
C16 -0.062 3.381 1.438
C17 -1.432 2.686 1.481
C18 -2.312 3.269 0.343
C19 -1.379 1.224 1.160
C20 -2.057 2.821 2.870
C21 -3.280 3.436 3.100
C22 -3.797 3.512 4.391
C23 -3.105 2.966 5.458
C24 -1.885 2.340 5.239
C25 -1.369 2.271 3.954
H16 0.418 3.284 0.463
H17 0.610 2.991 2.201
H18 -0.211 4.441 1.641
H19 -1.802 3.182 -0.617
H20 -2.461 4.330 0.549
H21 -3.293 2.792 0.275
H22 -2.195 0.667 1.654
H23 -3.847 3.874 2.289
H24 -4.746 4.005 4.557
H25 -3.510 3.033 6.460
H26 -1.332 1.921 6.071
H27 -0.398 1.805 3.798

Output
gap between HOMO and LUMO (alpha / beta): 0.230 / 0.221 Eh
charge: +2
LUMO (alpha / beta): -7.97 / -8.22 eV
HOMO (alpha / beta): -14.216 / -14.226 eV


# 3
The following is a quantum chemistry calculation of the molecule C2H2N2O2S, from the Open Molecules 2025 dataset.

Atoms and positions in Å:
N1 -0.487 1.464 -2.843
C1 0.187 0.823 -2.148
S1 1.070 0.069 -0.929
C2 -0.152 0.164 0.430
N2 0.102 -0.936 1.285
O1 -0.556 -1.964 1.093
O2 0.907 -0.831 2.155
H1 -1.249 0.094 -0.067
H2 0.180 1.118 1.024

Output
SMILES string: N#CSC[N+](=O)[O-]
gap between HOMO and LUMO: 0.353 Eh
charge: 0
LUMO: -1.00 eV
HOMO: -10.603 eV


# 4
The following is a quantum chemistry calculation of a structure of composition C13H14BrN4ORuS2, from the Open Molecules 2025 dataset.

Atoms and positions in Å:
Ru1 0.275 0.296 0.534
N1 -1.640 -1.814 2.443
C1 -1.171 -2.382 1.303
N2 -0.405 -1.655 0.386
C2 -0.072 -2.502 -0.657
C3 -0.454 -3.826 -0.559
S1 -1.282 -4.081 0.931
C4 0.863 -1.934 -1.550
C5 1.600 -2.530 -2.536
S2 2.773 -1.550 -3.230
C6 2.108 -0.208 -2.215
N3 1.122 -0.560 -1.359
N4 2.435 1.027 -2.538
H1 -1.876 -0.852 2.548
H2 -2.153 -2.382 3.112
H3 -0.210 -4.548 -1.358
H4 1.568 -3.607 -2.820
H5 3.249 1.194 -3.083
H6 2.176 1.808 -1.901
Br1 -4.440 4.550 -0.430
C7 -3.093 3.336 -0.179
C8 -3.493 1.975 -0.189
C9 -2.499 1.032 0.032
C10 -1.171 1.408 0.281
C11 -0.859 2.766 0.525
C12 -1.825 3.722 0.235
H7 -4.530 1.706 -0.337
H8 -2.754 0.005 -0.048
H9 0.126 3.060 0.742
H10 -1.508 4.771 0.290
C13 3.158 0.540 1.880
O1 2.069 -0.368 1.548
H11 3.866 0.454 1.066
H12 3.647 0.276 2.839
H13 2.787 1.542 1.948
H14 1.615 -0.672 2.350

Output
gap between HOMO and LUMO (alpha / beta): 0.184 / 0.108 Eh
charge: +3
<S²>: 6.042
LUMO (alpha / beta): -11.73 / -13.63 eV
HOMO (alpha / beta): -16.736 / -16.560 eV
2S+1: 5


# 5
The following is a quantum chemistry calculation of a cluster of 2 separate species, C5H12NO in total, from the Open Molecules 2025 dataset.

Atoms and positions in Å:
C1 1.565 -0.566 -0.997
C2 -0.752 0.748 -0.430
C3 -2.558 -0.909 -0.143
C4 2.927 -0.035 0.933
C5 -2.150 0.473 0.084
N1 1.805 -0.684 0.293
O1 -0.310 1.910 -0.523
H1 0.818 -1.128 -1.482
H2 1.948 0.300 -1.442
H3 -2.742 -1.074 -1.184
H4 -3.434 -1.243 0.325
H5 -1.785 -1.536 0.256
H6 2.482 0.291 1.829
H7 3.797 -0.676 0.933
H8 3.113 0.795 0.232
H9 -2.142 0.805 1.180
H10 -2.922 1.244 -0.366
H11 1.283 -1.421 0.873
H12 -0.942 2.705 -0.368

Output
gap between HOMO and LUMO: 0.282 Eh
charge: +1
LUMO: -4.52 eV
HOMO: -12.195 eV


# 6
The following is a quantum chemistry calculation of a structure of composition C32H37N7O3STi, from the Open Molecules 2025 dataset.

Atoms and positions in Å:
Ti1 -0.524 0.004 -0.317
C1 1.490 4.761 -0.606
C2 2.467 3.712 -0.984
N1 3.600 3.897 -1.584
N2 4.108 2.628 -1.689
C3 3.320 1.658 -1.173
S1 3.666 0.036 -1.090
N3 2.244 2.382 -0.729
N4 1.102 1.886 -0.112
H1 1.926 5.738 -0.800
H2 1.229 4.669 0.450
H3 0.567 4.658 -1.181
H4 4.996 2.454 -2.119
H5 0.300 2.358 -0.527
H6 1.107 2.062 0.939
O1 1.019 1.898 2.522
C4 0.252 0.883 2.663
O2 -0.520 0.494 1.676
C5 0.254 0.126 3.878
C6 -0.595 -1.011 4.087
C7 -0.499 -1.777 5.222
C8 0.450 -1.492 6.232
C9 1.263 -0.348 6.059
C10 1.168 0.441 4.939
H7 -1.322 -1.263 3.326
H8 -1.166 -2.627 5.340
H9 0.515 -2.098 7.128
H10 1.980 -0.081 6.832
H11 1.800 1.312 4.821
C11 -3.914 3.499 -1.096
C12 -3.570 2.525 -2.062
C13 -2.590 1.610 -1.816
N5 -1.867 1.555 -0.633
C14 -2.227 2.498 0.319
C15 -3.195 3.441 0.117
H12 -4.694 4.229 -1.268
H13 -4.080 2.483 -3.019
H14 -2.323 0.858 -2.546
H15 -1.682 2.439 1.252
H16 -3.399 4.140 0.920
C16 -4.234 -3.339 0.011
C17 -3.866 -2.561 1.101
C18 -2.842 -1.627 0.979
C19 -2.133 -1.435 -0.217
C20 -2.548 -2.221 -1.301
C21 -3.574 -3.157 -1.198
H17 -5.032 -4.070 0.099
H18 -4.382 -2.677 2.050
H19 -2.590 -1.012 1.837
H20 -2.058 -2.090 -2.261
H21 -3.861 -3.744 -2.065
C22 1.126 -2.745 -2.567
C23 0.919 -1.709 -3.633
C24 1.272 -1.946 -4.950
C25 1.173 -0.953 -5.921
C26 0.738 0.307 -5.536
C27 0.365 0.585 -4.227
C28 -0.051 1.979 -3.843
C29 0.403 -0.439 -3.246
N6 0.000 -0.235 -1.973
H22 1.550 -3.659 -2.992
H23 0.195 -2.986 -2.052
H24 1.800 -2.354 -1.801
H25 1.657 -2.926 -5.218
H26 1.460 -1.151 -6.948
H27 0.696 1.109 -6.269
H28 0.547 2.723 -4.377
H29 0.073 2.122 -2.769
H30 -1.104 2.174 -4.059
C30 1.656 -3.430 3.367
N7 1.728 -2.421 2.337
C31 2.777 -1.423 2.451
C32 0.771 -2.297 1.422
O3 0.759 -1.424 0.563
H31 1.626 -2.949 4.347
H32 2.519 -4.101 3.314
H33 0.745 -4.015 3.244
H34 2.757 -1.001 3.458
H35 2.597 -0.633 1.726
H36 3.751 -1.876 2.247
H37 -0.042 -3.032 1.499

Output
gap between HOMO and LUMO (alpha / beta): 0.130 / 0.233 Eh
charge: -2
<S²>: 2.032
LUMO (alpha / beta): 4.55 / 4.54 eV
HOMO (alpha / beta): 1.013 / -1.790 eV
2S+1: 3


# 7
The following is a quantum chemistry calculation of a structure of composition C54H59IN11O2S, from the Open Molecules 2025 dataset.

Atoms and positions in Å:
C1 0.368 -1.368 -0.641
S1 -0.183 0.160 -1.412
O1 0.007 -0.057 -2.846
O2 0.616 1.210 -0.797
C2 -1.846 0.400 -1.186
I1 -2.095 0.773 0.955
C3 -2.669 -0.803 -1.615
C4 -4.136 -0.752 -1.197
N1 -4.984 -1.486 -2.150
H1 1.324 -1.183 -0.154
H2 0.467 -2.124 -1.417
H3 -0.371 -1.706 0.085
H4 -2.657 -0.816 -2.710
H5 -2.249 -1.771 -1.283
H6 -4.473 0.287 -1.169
H7 -4.222 -1.160 -0.181
H8 -4.685 -2.457 -2.174
H9 -5.928 -1.498 -1.777
N2 -0.405 -4.523 0.030
C5 0.525 -4.880 0.910
C6 0.735 -6.192 1.315
C7 -0.067 -7.182 0.771
C8 -1.040 -6.823 -0.149
C9 -1.167 -5.483 -0.485
H10 1.131 -4.076 1.315
H11 1.513 -6.423 2.033
H12 0.066 -8.219 1.058
H13 -1.688 -7.562 -0.601
H14 -1.915 -5.162 -1.203
N3 2.693 -7.114 4.358
C10 1.525 -7.603 4.764
C11 1.259 -7.972 6.074
C12 2.262 -7.819 7.018
C13 3.483 -7.305 6.609
C14 3.647 -6.969 5.273
H15 0.761 -7.706 4.000
H16 0.287 -8.362 6.344
H17 2.095 -8.091 8.052
H18 4.296 -7.164 7.309
H19 4.589 -6.563 4.921
N4 2.128 1.130 -8.108
C15 0.944 0.657 -7.720
C16 0.652 0.276 -6.419
C17 1.641 0.387 -5.453
C18 2.880 0.875 -5.846
C19 3.074 1.233 -7.173
H20 0.187 0.583 -8.495
H21 -0.332 -0.090 -6.156
H22 1.433 0.127 -4.421
H23 3.684 0.993 -5.131
H24 4.030 1.631 -7.498
N5 -1.073 4.334 3.709
C20 -0.913 5.637 3.482
C21 -0.207 6.145 2.403
C22 0.368 5.253 1.507
C23 0.216 3.896 1.730
C24 -0.509 3.493 2.845
H25 -1.380 6.307 4.197
H26 -0.117 7.214 2.265
H27 0.913 5.615 0.645
H28 0.616 3.151 1.053
H29 -0.661 2.437 3.033
N6 -7.646 -2.097 -0.298
C25 -8.868 -1.573 -0.351
C26 -9.943 -2.070 0.372
C27 -9.736 -3.169 1.191
C28 -8.467 -3.721 1.255
C29 -7.458 -3.148 0.493
H30 -8.990 -0.713 -1.000
H31 -10.915 -1.603 0.293
H32 -10.549 -3.585 1.772
H33 -8.256 -4.575 1.883
H34 -6.449 -3.546 0.522
N7 2.398 5.747 -3.130
C30 1.758 4.863 -2.363
C31 1.019 3.795 -2.852
C32 0.935 3.645 -4.227
C33 1.588 4.555 -5.045
C34 2.307 5.581 -4.449
H35 1.857 5.008 -1.291
H36 0.552 3.087 -2.179
H37 0.383 2.816 -4.650
H38 1.563 4.456 -6.123
H39 2.854 6.296 -5.057
N8 -3.051 1.643 6.743
C35 -3.631 0.628 7.379
C36 -4.180 -0.472 6.740
C37 -4.123 -0.518 5.355
C38 -3.520 0.527 4.676
C39 -3.000 1.587 5.411
H40 -3.660 0.704 8.462
H41 -4.641 -1.266 7.314
H42 -4.537 -1.357 4.810
H43 -3.458 0.515 3.596
H44 -2.529 2.432 4.917
N9 -7.903 -1.209 10.059
C40 -6.618 -1.505 10.239
C41 -5.646 -0.561 10.538
C42 -6.028 0.766 10.654
C43 -7.361 1.090 10.465
C44 -8.255 0.069 10.171
H45 -6.351 -2.552 10.137
H46 -4.616 -0.862 10.671
H47 -5.298 1.532 10.880
H48 -7.706 2.112 10.537
H49 -9.305 0.290 10.016
N10 5.956 3.093 -6.204
C45 7.166 2.764 -5.757
C46 7.585 2.960 -4.450
C47 6.693 3.528 -3.552
C48 5.429 3.875 -3.999
C49 5.112 3.639 -5.330
H50 7.833 2.315 -6.486
H51 8.582 2.669 -4.146
H52 6.977 3.693 -2.520
H53 4.694 4.319 -3.340
H54 4.125 3.887 -5.704
N11 11.558 4.403 -7.316
C50 10.329 3.898 -7.394
C51 9.788 3.371 -8.559
C52 10.568 3.363 -9.704
C53 11.851 3.882 -9.635
C54 12.296 4.388 -8.423
H55 9.741 3.928 -6.484
H56 8.778 2.985 -8.566
H57 10.182 2.962 -10.632
H58 12.498 3.899 -10.503
H59 13.295 4.803 -8.336

Output
gap between HOMO and LUMO: 0.220 Eh
charge: -1
LUMO: 1.93 eV
HOMO: -4.047 eV


# 8
The following is a quantum chemistry calculation of a cluster of 2 separate species, C3H7IO2S in total, from the Open Molecules 2025 dataset.

Atoms and positions in Å:
C1 0.659 0.373 -1.166
C2 0.144 -0.099 0.221
C3 -0.370 1.137 1.009
O1 -2.615 1.421 -1.552
O2 -3.688 2.357 0.464
S1 -2.774 1.380 -0.132
I1 -3.764 -0.884 0.218
H1 1.719 0.802 -1.085
H2 0.562 -0.554 -1.858
H3 0.093 1.278 -1.475
H4 0.960 -0.421 0.810
H5 -0.586 -0.855 0.113
H6 -0.935 0.874 1.832
H7 0.105 2.085 0.936

Output
gap between HOMO and LUMO (alpha / beta): 0.261 / 0.249 Eh
charge: 0
LUMO (alpha / beta): -2.11 / -2.39 eV
HOMO (alpha / beta): -9.207 / -9.172 eV


# 9
The following is a quantum chemistry calculation of a structure of composition C16H17LiN4O4S4, from the Open Molecules 2025 dataset.

Atoms and positions in Å:
Li1 -0.126 -0.259 -0.938
S1 2.223 -0.402 -0.634
C1 2.542 -1.639 -1.818
C2 3.918 -2.046 -1.921
N1 5.030 -2.344 -1.999
C3 1.629 -2.242 -2.644
S2 -0.077 -1.899 -2.711
C4 2.091 -3.256 -3.551
N2 2.423 -4.088 -4.278
C5 -0.425 -5.145 -0.721
C6 -0.887 -4.084 0.267
C7 0.305 -3.328 0.830
N3 -0.117 -2.329 1.817
C8 0.437 -2.037 2.972
S3 0.139 -0.659 3.864
N4 1.363 -2.978 3.493
C9 1.189 -4.306 3.771
O1 2.099 -4.973 4.233
C10 -0.162 -4.921 3.549
C11 -0.206 -6.208 3.025
C12 -1.425 -6.838 2.834
C13 -2.601 -6.193 3.194
C14 -2.556 -4.919 3.741
C15 -1.338 -4.276 3.912
H1 -1.271 -5.704 -1.128
H2 0.252 -5.862 -0.246
H3 0.095 -4.679 -1.559
H4 -1.455 -4.536 1.086
H5 -1.540 -3.368 -0.234
H6 0.828 -2.799 0.028
H7 1.017 -4.014 1.285
H8 -0.813 -1.665 1.469
H9 2.156 -2.555 3.952
H10 0.723 -6.696 2.761
H11 -1.459 -7.828 2.396
H12 -3.556 -6.681 3.038
H13 -3.471 -4.410 4.015
H14 -1.308 -3.273 4.320
C16 -3.468 -0.602 -1.841
S4 -2.665 0.236 -0.497
O2 -3.714 0.857 0.282
O3 -1.920 -0.825 0.206
O4 -1.708 1.158 -1.120
H15 -4.153 -1.338 -1.425
H16 -2.710 -1.085 -2.455
H17 -4.016 0.140 -2.421

Output
gap between HOMO and LUMO: 0.203 Eh
charge: -2
LUMO: 4.28 eV
HOMO: -1.255 eV


# 10
The following is a quantum chemistry calculation of the ion C3H6N with charge +1, from the Open Molecules 2025 dataset.

Atoms and positions in Å:
C1 1.622 -0.416 0.655
C2 0.384 0.055 0.661
N1 -0.330 0.233 -0.566
C3 -1.626 0.174 -0.620
H1 2.001 -0.943 -0.213
H2 2.281 -0.283 1.497
H3 -0.043 0.576 1.505
H4 0.157 -0.180 -1.366
H5 -2.091 0.551 -1.526
H6 -2.175 0.078 0.310

Output
SMILES string: C=C[NH+]=C
gap between HOMO and LUMO: 0.334 Eh
charge: +1
LUMO: -6.37 eV
HOMO: -15.450 eV


It is found that the maximum force values, taken in the order of the records, are 6.96 2.61 4.17 3.53 4.35 0.50 0.56 4.15 0.27 3.44 eV/Å.